Computed, not measured: a structure of composition C31H75N7O7P2S at a distorted geometry, with ωB97M-V with the def2-TZVPD basis set.

Properties
Kohn-Sham gap = 7.6214 eV
Calculated total energy = -87533.2299 eV
Highest occupied orbital energy = -7.972 eV
Largest force on an atom = 7.0 eV/A
M = 752.00 Da
Energy relative to the best compared isomer or geometry (same formula, charge and spin) = 490.4 kJ/mol

```
! RIJCOSX wB97M-V def2-TZVPD def2/J DEFGRID3
* xyz 0 1
H 9.275 0.808 5.827
H 9.749 -1.203 1.267
H -2.733 -2.178 1.789
O -4.533 -1.847 -5.885
H -2.979 -3.663 -0.854
S -0.924 3.005 -1.052
H -5.488 0.311 -0.508
H -3.437 2.210 -4.409
H -4.701 1.857 2.672
H 0.189 3.395 2.729
H 0.805 1.426 4.030
H 2.075 -0.479 -0.736
H -3.705 3.015 -7.703
H 3.116 -1.785 2.535
C -3.238 -2.944 1.185
H -6.864 -1.821 -6.981
N -0.410 2.651 2.398
H -2.710 2.745 3.045
H -3.815 1.416 1.155
H -2.101 -0.112 -8.021
H -2.428 4.444 2.797
H -3.046 -3.907 1.672
C -1.400 3.131 1.420
C -6.199 0.548 0.295
H 9.178 -2.779 1.865
N 8.335 -2.256 4.822
P 7.769 -0.903 3.870
H -3.471 0.343 -9.052
H -3.902 1.315 -2.962
H -2.369 -0.314 -3.157
C 7.227 -0.109 1.400
H 0.301 4.538 1.000
H 1.308 -1.398 0.577
H -6.615 1.474 -5.361
O 0.376 2.467 -1.243
C 0.362 1.487 1.960
H -6.822 -0.212 -4.815
C -4.367 2.231 -7.325
C 1.323 1.092 3.121
H 3.486 -0.047 2.248
H -1.651 0.235 -4.690
H -4.832 2.642 -6.431
H 11.457 -0.222 4.041
H 2.691 -2.098 -0.265
C -3.970 3.506 1.488
H 1.012 1.704 1.096
H -7.811 0.485 -6.114
H 7.444 -1.407 6.544
H -5.759 -1.367 -8.284
C -2.634 3.510 2.268
H 10.659 -1.282 5.211
O -1.708 2.959 -2.233
C 7.622 -2.386 6.095
H -7.295 -0.525 -8.117
O 6.289 -1.184 4.069
H -1.154 5.377 1.324
N -5.842 0.031 -6.697
C -2.562 -2.891 -0.199
H -3.868 3.742 0.425
H 6.653 -2.881 5.975
C 1.555 -0.437 3.243
C -6.472 -0.975 -7.556
H -0.640 -0.941 -0.711
H 10.281 1.646 4.623
C 1.794 -1.486 -0.405
C -4.069 1.389 -4.039
P -4.211 -0.405 -6.237
N 7.826 -1.183 2.181
C -1.011 -3.000 -0.108
H 2.241 1.678 3.029
H -4.193 -0.603 1.531
C 9.373 1.056 4.762
H 3.652 -0.747 3.849
H 0.858 -1.040 2.658
H 7.580 -3.868 3.641
H -0.936 -2.078 -2.035
H 8.222 -2.963 6.802
C 8.863 -1.839 1.420
H -5.141 2.053 -8.079
H 10.753 -1.715 3.491
H -4.653 4.190 2.003
H -5.114 1.677 -4.141
C -4.563 2.075 1.607
C -5.030 -1.258 1.782
H -0.663 -2.850 0.919
H -5.353 -3.419 1.538
N -3.568 1.058 -7.035
C 10.606 -0.893 4.189
C -6.805 0.450 -5.690
H 1.409 -0.680 4.301
N -3.773 0.124 -4.671
N 9.389 -0.155 3.918
C -4.765 -2.614 1.092
C 8.463 -3.578 4.224
H 6.956 -0.455 0.401
C -5.930 1.938 0.912
H 9.349 -3.642 3.589
H -7.041 -1.349 0.956
H -6.825 -0.144 2.227
O 0.959 -2.155 -1.332
H 8.529 1.697 4.486
H -5.040 -1.356 2.875
H -7.174 0.645 -0.208
C -0.416 -1.959 -1.076
H 6.307 0.244 1.871
H 8.480 -2.107 0.433
C -2.464 -0.357 -4.243
O -1.630 2.358 0.254
H -6.770 2.201 1.564
H -4.988 -2.477 0.027
C -0.787 4.463 0.853
H -5.948 2.679 0.098
H -2.225 1.537 -8.617
H 8.629 -4.331 4.996
O -0.925 4.559 -0.588
H -0.707 -3.978 -0.493
H 7.911 0.748 1.302
H -2.323 -1.401 -4.532
H -2.794 -1.916 -0.655
C 3.044 -0.770 2.941
H -0.270 0.647 1.659
C -2.810 0.692 -8.248
C -6.357 -0.580 1.333
*
```